Molecular formula: C42H92NO16P4
Method: DFT, ωB97M-V with the def2-TZVPD basis set

Structure (XYZ):
```
155
C42H92NO16P4 ωB97M-V with the def2-TZVPD basis set
C 1.2674 6.4554 2.9844
C 0.7326 7.1708 1.6289
C -0.7901 7.6733 1.6990
C -1.8935 6.5867 1.2207
C -1.7082 5.1109 1.8256
C -0.6784 4.1628 1.0351
C -0.9764 3.9728 -0.5354
C 0.4206 3.4860 -1.2494
C 1.1363 2.3354 -0.3812
C 2.2474 1.4791 -1.1612
C 2.4313 0.0896 -0.3202
C 3.9549 -0.4148 -0.4187
C 4.8961 0.0965 0.8074
C 5.8803 1.2578 0.2516
C 5.5405 2.7641 0.3325
C 6.5434 3.8008 -0.2836
C 7.8647 3.2575 -0.9334
C 8.1090 1.7292 -0.9352
N 7.1210 0.8466 -0.3638
H 2.1858 7.0183 3.4049
H 1.6431 5.3752 2.8026
H 0.4150 6.4587 3.7432
H 1.3870 8.1166 1.4979
H 0.9669 6.4952 0.7328
H -0.8744 8.5530 0.9477
H -1.0317 8.1439 2.7265
H -2.9045 6.9770 1.6329
H -2.0242 6.6080 0.0716
H -2.7373 4.6035 1.8312
H -1.3552 5.1334 2.9288
H 0.4217 4.4530 1.2335
H -0.7876 3.1081 1.5079
H -1.4212 4.8834 -1.0580
H -1.7159 3.1041 -0.6898
H 0.2448 3.0622 -2.2961
H 1.1040 4.4175 -1.3439
H 1.6769 2.8161 0.5240
H 0.3397 1.6152 0.0487
H 3.2662 2.0185 -1.0499
H 2.0322 1.3019 -2.2697
H 1.6484 -0.6802 -0.6285
H 2.2495 0.3690 0.7866
H 4.3481 -0.0749 -1.4503
H 3.9577 -1.5669 -0.4564
H 5.5719 -0.7540 1.1735
H 4.2319 0.4835 1.6495
H 4.5832 3.1393 0.8230
H 6.3169 4.9167 -0.2734
H 8.6301 3.9461 -1.4165
H 9.0535 1.2767 -1.3788
H 7.3010 -0.1682 -0.4087
O 2.1475 -3.9930 -2.3917
P 2.3374 -5.5085 -2.5232
O 0.7606 -5.9172 -2.1598
C -0.3338 -5.2067 -2.7305
C -0.7449 -5.7831 -4.0725
O 2.9943 -5.7564 -1.0225
C 3.5515 -4.6788 -0.2827
C 2.5026 -4.0405 0.6109
O 2.6544 -7.1700 -2.7563
C 1.9584 -7.9555 -3.7036
C 2.3430 -7.6092 -5.1262
H -0.1254 -4.1406 -2.8343
H -1.1714 -5.2972 -2.0328
H 0.0813 -5.7394 -4.7866
H -1.5897 -5.2302 -4.4899
H -1.0431 -6.8299 -3.9738
H 4.0222 -3.9513 -0.9487
H 4.3497 -5.0926 0.3390
H 1.5971 -3.7701 0.0653
H 2.9033 -3.1420 1.0883
H 2.1940 -4.7393 1.3938
H 0.8838 -7.8979 -3.5449
H 2.2306 -8.9975 -3.5091
H 2.2289 -6.5396 -5.3217
H 1.7266 -8.1692 -5.8330
H 3.3906 -7.8605 -5.3075
O 2.2929 2.0440 6.8397
P 3.7527 1.6200 6.6541
O 4.3743 3.1655 6.5466
C 3.9573 4.1890 7.4454
C 4.7852 4.2022 8.7169
O 3.6580 1.2934 5.0318
C 2.4010 1.0740 4.4025
C 1.8313 2.3764 3.8690
O 5.3497 1.0296 6.5136
C 6.3746 1.3762 7.4237
C 6.1780 0.7305 8.7787
H 2.8979 4.1106 7.6946
H 4.0893 5.1418 6.9253
H 4.7033 3.2500 9.2469
H 4.4536 4.9983 9.3874
H 5.8421 4.3680 8.4938
H 1.7085 0.5703 5.0798
H 2.5734 0.3879 3.5678
H 1.8064 3.1613 4.6264
H 0.8168 2.2240 3.4919
H 2.4488 2.7594 3.0495
H 6.4830 2.4561 7.4972
H 7.3134 1.0132 6.9937
H 5.1852 0.9446 9.1830
H 6.9342 1.0864 9.4821
H 6.2662 -0.3554 8.6976
O -4.0238 5.7178 -3.5482
P -4.5126 4.5456 -4.4062
O -5.9898 5.2162 -4.7985
C -6.0961 6.5805 -5.1915
C -5.8877 6.7611 -6.6837
O -5.0171 3.5823 -3.1571
C -4.5562 3.8047 -1.8295
C -5.4892 4.7436 -1.0855
O -4.9237 3.2084 -5.3873
C -5.2296 3.3344 -6.7612
C -4.0061 3.6589 -7.5917
H -5.4057 7.2217 -4.6412
H -7.1063 6.9082 -4.9314
H -4.8972 6.4114 -6.9855
H -5.9809 7.8130 -6.9639
H -6.6279 6.1939 -7.2535
H -3.5258 4.1650 -1.8307
H -4.5457 2.8350 -1.3244
H -5.6818 5.6644 -1.6383
H -5.0706 5.0034 -0.1096
H -6.4617 4.2676 -0.9292
H -6.0325 4.0513 -6.9184
H -5.6284 2.3680 -7.0847
H -3.4853 4.5402 -7.2082
H -4.2894 3.8361 -8.6318
H -3.2976 2.8277 -7.5638
O -6.3606 -7.7609 0.9475
P -5.0409 -8.3956 0.4969
O -5.1477 -7.9184 -1.0977
C -5.5454 -6.6019 -1.4560
C -4.3679 -5.6460 -1.4936
O -5.6123 -9.9389 0.3183
C -6.8246 -10.3489 0.9426
C -8.0090 -10.1247 0.0192
O -3.5268 -9.0856 0.1072
C -2.4582 -8.3275 -0.4237
C -1.8451 -7.4004 0.6025
H -6.3185 -6.2077 -0.7945
H -5.9874 -6.6659 -2.4541
H -3.8821 -5.5840 -0.5165
H -4.6927 -4.6429 -1.7805
H -3.6178 -5.9779 -2.2164
H -6.9547 -9.8507 1.9056
H -6.7321 -11.4169 1.1553
H -8.0454 -9.1070 -0.3726
H -8.9455 -10.3305 0.5433
H -7.9451 -10.7881 -0.8483
H -2.7664 -7.7974 -1.3228
H -1.6957 -9.0424 -0.7484
H -2.6007 -6.7632 1.0695
H -1.0835 -6.7691 0.1375
H -1.3738 -7.9800 1.3997
```

Its maximum force is 9.06 eV/A. For the frontier orbital gap, the calculation gives 0.24312 hartree. The charge is +1. The value obtained for the HOMO energy is -11.1 eV. For the total energy, the calculation gives -116437.6951 eV.